Density functional theory data (ωB97M-V/def2-TZVPD) for a structure of composition C14H31Br3O11S3.

Values from the calculation:
ΔE to the lowest compared entry with this formula, charge and spin: 2.769 eV
E_HOMO: -10.20 eV

Last column: Löwdin charge in e.
Element x y z (Å)
O 0.76 -3.61 -3.95  0.14
C 1.32 -2.57 -3.87  -0.46
O 1.82 -1.84 -4.91  0.02
C 2.67 -0.80 -4.49  -0.17
C 2.32 -0.46 -3.03  -0.16
C 1.73 -1.78 -2.59  -0.08
H 2.59 0.09 -5.13  0.12
H 3.70 -1.14 -4.62  0.12
H 1.58 0.34 -3.05  0.11
H 3.13 0.03 -2.49  0.12
H 0.85 -1.59 -1.98  0.12
H 2.39 -2.24 -1.86  0.12
O 5.94 2.55 4.86  -0.30
S 6.06 3.08 3.50  0.72
O 5.08 3.87 2.69  -0.33
O 7.53 3.90 3.38  -0.29
C 7.57 5.27 3.70  -0.29
C 8.98 5.77 3.35  -0.06
C 6.51 1.73 2.39  -0.11
H 7.35 5.45 4.75  0.12
H 6.83 5.85 3.14  0.11
H 9.63 5.14 2.73  0.08
H 9.58 5.79 4.26  0.07
H 9.00 6.74 2.85  0.07
H 6.77 0.84 2.96  0.07
H 7.33 2.19 1.83  0.07
H 5.65 1.60 1.74  0.07
O 0.64 1.11 1.60  -0.33
S -0.17 1.77 2.66  0.71
O -0.45 3.20 2.43  -0.31
O -1.61 0.91 2.79  -0.25
C -2.69 1.58 3.31  -0.35
C -3.89 1.63 2.35  -0.05
C 0.60 1.44 4.35  -0.07
H -2.52 2.58 3.70  0.11
H -3.09 1.13 4.22  0.11
H -4.18 2.68 2.29  0.08
H -4.67 0.99 2.76  0.07
H -3.60 1.31 1.34  0.08
H -0.23 1.78 4.97  0.05
H 1.38 2.19 4.44  0.07
H 0.83 0.38 4.39  0.07
O -8.00 -1.53 1.11  -0.33
S -7.72 -1.45 -0.37  0.73
O -7.88 -0.14 -1.09  -0.33
O -6.27 -2.15 -0.70  -0.26
C -5.88 -2.05 -2.06  -0.30
C -4.54 -1.28 -2.29  -0.04
C -8.87 -2.61 -1.20  -0.11
H -6.64 -1.53 -2.65  0.10
H -5.79 -3.05 -2.48  0.12
H -4.00 -1.64 -3.17  0.08
H -4.02 -1.46 -1.34  0.08
H -4.70 -0.21 -2.35  0.07
H -9.90 -2.32 -0.98  0.07
H -8.72 -3.65 -0.91  0.07
H -8.65 -2.47 -2.26  0.06
C -1.84 -8.14 -6.30  -1.51
Br -2.90 -7.67 -4.67  0.50
Br -2.81 -8.54 -7.96  0.55
Br -0.72 -9.71 -5.76  0.49
H -1.15 -7.31 -6.39  -0.03



Density functional theory data (ωB97M-V/def2-TZVPD) for a structure of composition C40H34CdF2N4O3P.

Values from the calculation:
ΔE to the lowest compared entry with this formula, charge and spin: 0.000 eV
E_HOMO: -5.03 eV
charge: -1

Last column: Löwdin charge in e.
Element x y z (Å)
Cd -0.45 -1.64 -0.22  1.25
O -2.98 -0.94 3.82  0.05
C -2.20 -0.07 4.47  -0.29
C -2.68 0.47 5.66  -0.03
C -1.92 1.39 6.37  -0.11
C -0.67 1.78 5.89  -0.11
C -0.20 1.25 4.71  -0.05
C -0.94 0.33 3.98  -0.10
C -0.46 -0.16 2.65  -0.44
O -1.18 -1.02 2.03  -0.13
N 0.66 0.41 2.19  0.04
N 0.97 -0.03 0.94  -0.06
C 1.97 0.49 0.35  -0.13
C 2.38 0.00 -0.97  -0.30
C 3.41 0.62 -1.67  -0.04
C 3.82 0.09 -2.88  -0.08
C 3.19 -1.05 -3.36  -0.07
C 2.17 -1.60 -2.61  -0.14
N 1.77 -1.09 -1.45  0.06
H -2.46 -1.19 3.00  0.07
H -3.65 0.15 6.01  0.11
H -2.31 1.80 7.29  0.09
H -0.08 2.50 6.45  0.09
H 0.76 1.55 4.30  0.10
H 2.56 1.28 0.83  0.12
H 3.89 1.49 -1.25  0.12
H 4.62 0.55 -3.44  0.10
H 3.48 -1.51 -4.30  0.10
H 1.64 -2.49 -2.93  0.11
C 3.11 -2.19 2.28  -0.01
C 4.08 -1.99 1.16  -0.39
O 4.56 -0.90 0.90  0.06
C 4.47 -3.18 0.32  -0.15
C 5.39 -2.99 -0.71  -0.03
C 5.78 -4.05 -1.51  -0.09
C 5.25 -5.31 -1.28  -0.09
C 4.32 -5.51 -0.27  -0.08
C 3.94 -4.44 0.54  -0.03
H 2.96 -1.26 2.82  0.08
H 3.42 -2.99 2.95  0.09
H 2.14 -2.49 1.86  0.07
H 5.78 -1.99 -0.87  0.11
H 6.49 -3.89 -2.31  0.10
H 5.54 -6.14 -1.91  0.10
H 3.89 -6.48 -0.11  0.10
H 3.18 -4.59 1.29  0.10
N -1.77 -0.56 -1.46  -0.44
P -2.19 0.91 -1.39  0.63
C -1.05 2.07 -2.25  -0.27
C -0.01 1.48 -2.96  -0.09
C 0.91 2.26 -3.65  -0.09
C 0.80 3.64 -3.63  -0.10
C -0.24 4.25 -2.92  -0.10
C -1.15 3.46 -2.23  -0.10
C -2.49 1.72 0.22  -0.30
C -3.66 1.40 0.90  -0.09
C -3.90 1.88 2.18  -0.08
C -2.95 2.69 2.80  -0.09
C -1.78 3.01 2.14  -0.09
C -1.55 2.53 0.85  -0.10
C -3.77 1.21 -2.27  -0.28
C -4.51 2.38 -2.15  -0.09
C -5.69 2.54 -2.87  -0.10
C -6.13 1.53 -3.71  -0.11
C -5.40 0.36 -3.82  -0.10
C -4.22 0.20 -3.10  -0.09
H 0.06 0.40 -2.94  0.07
H 1.72 1.78 -4.19  0.09
H 1.52 4.26 -4.16  0.09
H -0.32 5.32 -2.90  0.09
H -1.94 3.94 -1.67  0.10
H -4.39 0.75 0.43  0.11
H -4.80 1.59 2.71  0.10
H -3.11 3.03 3.82  0.10
H -1.02 3.60 2.63  0.10
H -0.61 2.76 0.36  0.10
H -4.19 3.17 -1.48  0.10
H -6.26 3.46 -2.77  0.09
H -7.05 1.65 -4.27  0.09
H -5.75 -0.44 -4.47  0.09
H -3.64 -0.71 -3.15  0.08
F 0.57 -4.09 1.32  -0.15
C 0.10 -3.77 0.03  -0.41
F 1.14 -4.14 -0.83  -0.14
H -0.68 -4.52 -0.15  0.04



Density functional theory data (ωB97M-V/def2-TZVPD) for a cluster of 12 separate species, C24H60O12 in total.

Values from the calculation:
ΔE to the lowest compared entry with this formula, charge and spin: 1.001 eV
E_HOMO: -9.57 eV

Last column: Löwdin charge in e.
Element x y z (Å)
C 2.88 -2.07 2.28  -0.01
C 1.64 -2.27 3.12  -0.47
O 1.28 -3.37 3.47  0.07
C 0.95 -1.04 3.68  -0.02
H 3.27 -1.05 2.23  0.03
H 2.56 -2.22 1.24  0.09
H 3.65 -2.79 2.56  0.09
H 1.02 -0.14 3.07  0.05
H 1.15 -0.85 4.73  0.09
H -0.13 -1.15 3.61  0.07
C -0.59 0.23 0.64  0.00
C 0.63 0.14 -0.25  -0.47
O 1.75 0.31 0.17  0.05
C 0.41 -0.46 -1.62  0.00
H -0.44 0.85 1.53  0.06
H -1.08 -0.67 1.00  0.08
H -1.30 0.81 0.04  0.07
H 0.38 -1.54 -1.47  0.09
H 1.26 -0.21 -2.26  0.07
H -0.50 -0.09 -2.07  0.06
C -3.09 2.21 -3.78  -0.01
C -2.33 3.35 -3.09  -0.46
O -2.88 4.29 -2.54  0.07
C -0.83 3.18 -2.96  -0.01
H -3.75 2.69 -4.49  0.09
H -3.76 1.64 -3.14  0.08
H -2.41 1.47 -4.18  0.05
H -0.64 2.11 -2.88  0.05
H -0.54 3.65 -2.02  0.07
H -0.18 3.58 -3.73  0.10
C -2.40 -3.36 0.08  -0.03
C -3.38 -2.29 0.54  -0.50
O -3.47 -1.89 1.68  0.05
C -4.19 -1.72 -0.59  -0.02
H -1.51 -3.42 0.72  0.08
H -2.04 -3.13 -0.92  0.05
H -2.92 -4.32 0.12  0.10
H -3.85 -0.73 -0.88  0.08
H -5.18 -1.58 -0.16  0.09
H -4.16 -2.37 -1.46  0.07
C 4.53 0.36 4.72  -0.01
C 4.68 1.34 3.59  -0.48
O 5.63 2.07 3.56  0.07
C 3.62 1.38 2.48  -0.03
H 4.32 0.83 5.68  0.09
H 5.41 -0.29 4.70  0.09
H 3.74 -0.39 4.59  0.05
H 2.65 1.00 2.77  0.04
H 3.96 0.80 1.62  0.08
H 3.65 2.39 2.07  0.07
C -1.03 -5.63 -3.90  0.00
C -0.13 -4.85 -2.93  -0.47
O -0.51 -4.52 -1.84  0.05
C 1.25 -4.35 -3.36  -0.01
H -1.66 -6.23 -3.24  0.08
H -0.55 -6.19 -4.70  0.08
H -1.72 -4.91 -4.33  0.08
H 1.40 -3.96 -4.37  0.07
H 2.03 -5.03 -2.99  0.09
H 1.33 -3.51 -2.67  0.06
C 2.30 3.57 -0.34  -0.15
O 1.77 4.75 -0.93  -0.12
H 2.08 3.62 0.73  0.06
H 1.78 2.73 -0.79  0.06
H 3.36 3.43 -0.56  0.08
H 0.86 4.74 -0.61  0.06
C -1.18 -1.76 -4.84  -0.14
O -2.07 -1.76 -3.71  -0.14
H -1.21 -0.70 -5.06  0.07
H -0.17 -2.11 -4.60  0.06
H -1.41 -2.30 -5.76  0.08
H -2.90 -1.37 -4.01  0.07
C 3.58 1.39 -3.20  -0.15
O 4.07 1.83 -4.47  -0.12
H 2.49 1.53 -3.28  0.06
H 3.68 0.32 -3.05  0.08
H 3.86 2.05 -2.38  0.07
H 5.03 1.84 -4.51  0.07
C -3.70 1.73 1.34  -0.13
O -2.87 2.72 0.73  -0.13
H -3.70 1.63 2.43  0.06
H -4.72 1.88 1.00  0.09
H -3.32 0.81 0.90  0.04
H -2.11 2.83 1.31  0.04
C 0.46 3.40 3.52  -0.12
O -0.68 2.60 3.15  -0.14
H 0.20 4.43 3.76  0.08
H 1.04 2.95 4.33  0.08
H 1.16 3.47 2.69  0.05
H -0.94 2.17 3.97  0.03
C -2.69 0.21 4.54  -0.16
O -1.63 0.90 5.16  -0.12
H -2.55 -0.03 3.49  0.06
H -2.91 -0.72 5.07  0.09
H -3.62 0.77 4.64  0.08
H -1.26 0.36 5.86  0.09



Density functional theory data (ωB97M-V/def2-TZVPD) for an isolated molecule of C3H6.

Values from the calculation:
ΔE to the lowest compared entry with this formula, charge and spin: 0.689 eV
E_HOMO: -9.72 eV

Last column: Löwdin charge in e.
Element x y z (Å)
C -1.13 -0.12 0.01  -0.16
C 0.30 0.49 0.02  -0.27
C 1.44 -0.16 -0.01  -0.04
H -1.20 -1.07 -0.71  0.10
H -1.68 -0.53 0.97  0.09
H -1.82 0.76 -0.38  0.08
H 0.16 1.58 0.00  0.08
H 1.54 -1.29 0.03  0.08
H 2.41 0.34 0.07  0.05



Density functional theory data (ωB97M-V/def2-TZVPD) for an isolated molecule of C8H16N2O.

Values from the calculation:
ΔE to the lowest compared entry with this formula, charge and spin: 4.401 eV
E_HOMO (alpha / beta): -7.45 / -7.45 eV

Last column: Löwdin charge in e.
Element x y z (Å)
C 0.81 0.26 0.92  -0.34
C 0.66 1.22 -0.13  -0.31
C -0.18 -0.36 -1.83  -0.24
C 1.23 0.84 2.29  -0.01
C -0.51 2.17 0.10  0.00
C 0.06 -1.11 -3.10  -0.03
C -1.57 -0.47 -1.22  -0.05
C 0.77 -1.97 1.75  -0.10
N 0.72 0.55 -1.38  -0.24
N 0.69 -0.98 0.71  0.03
O 1.73 0.87 -2.02  -0.05
H 1.56 1.92 -0.01  0.18
H 1.51 1.87 2.21  0.07
H 2.03 0.11 2.73  0.11
H 0.43 0.80 2.95  0.06
H -1.42 1.56 0.26  0.07
H -0.63 2.76 -0.75  0.08
H -0.26 2.56 1.07  0.08
H -0.27 -0.62 -4.05  0.11
H -0.45 -2.01 -3.02  0.05
H 1.07 -1.37 -3.24  0.06
H -1.82 -1.52 -1.33  0.07
H -2.39 0.03 -1.83  0.11
H -1.62 -0.16 -0.18  0.05
H 0.90 -2.94 1.30  0.06
H -0.38 -2.04 2.10  0.14
H 1.34 -1.63 2.58  0.04